P) Density functional theory data (ωB97M-V/def2-TZVPD) for a single C3H3NO3 molecule.

Positions of all 10 atoms, in Å:
C1 0.512 0.713 -1.404
C2 -0.061 0.177 -0.142
N1 -1.240 0.457 0.294
O1 -1.407 -0.240 1.471
C3 -0.321 -1.129 1.701
O2 -0.066 -1.797 2.653
O3 0.618 -0.717 0.589
H1 0.660 -0.094 -2.126
H2 -0.175 1.449 -1.823
H3 1.479 1.183 -1.213

Results
Orbital gap, eV: 11.0

These are the Mulliken partial charges, in e, on atoms 1 to 5: number 1, C, carries -0.9471; number 2, C, carries 0.6867; number 3, N, carries -0.3300; number 4, O, carries -0.1269; number 5, C, carries 0.5964

Q) Density functional theory data (ωB97M-V/def2-TZVPD) for 2 unconnected molecules or ions with the total composition C3H3NO3.

Positions of all 10 atoms, in Å:
O1 -0.332 -0.631 -0.442
C1 -0.455 0.272 -1.175
N1 -0.255 1.219 -1.943
O2 -0.164 2.334 -1.285
O3 -0.427 1.120 -3.297
H1 -0.158 1.888 -3.765
C2 0.134 -1.800 3.452
C3 0.626 -1.235 2.497
H2 0.066 -2.449 4.242
H3 0.965 -0.718 1.717

Results
Orbital gap, eV: 9.0

These are the Mulliken partial charges, in e, on atoms 1 to 5: number 1, O, carries -0.3379; number 2, C, carries 0.4709; number 3, N, carries 0.5439; number 4, O, carries -0.6408; number 5, O, carries -0.3860

Most stable structure: P)

P) Density functional theory data (ωB97M-V/def2-TZVPD) for a single C3H3NO3 molecule.

Positions of all 10 atoms, in Å:
O1 -2.558 -0.183 -0.574
C1 -1.374 -0.041 -0.385
C2 -0.124 -0.353 0.276
C3 -0.095 0.744 -0.760
N1 0.218 0.413 -2.058
O2 0.173 -0.718 -2.424
O3 0.656 1.296 -2.731
H1 0.091 -0.067 1.263
H2 0.104 -1.394 0.129
H3 0.042 1.780 -0.694

Results
Orbital gap, eV: 10.1

These are the Mulliken partial charges, in e, on atoms 1 to 5: number 1, O, carries -0.4666; number 2, C, carries 0.6138; number 3, C, carries -0.5573; number 4, C, carries -0.4352; number 5, N, carries 0.9479

Q) Density functional theory data (ωB97M-V/def2-TZVPD) for a single C3H3NO3 molecule.

Positions of all 10 atoms, in Å:
O1 -2.285 -0.388 -0.076
C1 -1.086 -0.135 -0.066
C2 0.115 -0.983 -0.054
C3 1.209 0.120 -0.122
O2 2.308 -0.294 0.040
O3 0.699 1.368 -0.190
N1 -0.695 1.311 0.230
H1 0.362 -2.024 -0.549
H2 0.442 -1.243 1.016
H3 -1.069 2.267 -0.227

Results
Orbital gap, eV: 10.5

These are the Mulliken partial charges, in e, on atoms 1 to 5: number 1, O, carries -0.5275; number 2, C, carries 0.3989; number 3, C, carries -0.2632; number 4, C, carries 0.4247; number 5, O, carries -0.4937

R) Density functional theory data (ωB97M-V/def2-TZVPD) for a single C3H3NO3 molecule.

Positions of all 10 atoms, in Å:
O1 -1.767 -0.708 -1.377
C1 -0.955 -0.400 -0.539
N1 -0.969 -0.564 0.809
C2 0.225 -0.071 1.378
C3 0.921 0.411 0.347
O2 2.114 0.995 0.233
O3 0.237 0.243 -0.831
H1 -1.732 -1.001 1.305
H2 0.407 -0.083 2.429
H3 2.291 1.156 -0.708

Results
Orbital gap, eV: 9.0

These are the Mulliken partial charges, in e, on atoms 1 to 5: number 1, O, carries -0.5788; number 2, C, carries 0.3804; number 3, N, carries -0.0103; number 4, C, carries -0.5645; number 5, C, carries 0.6397

Most stable structure: R)

P) Density functional theory data (ωB97M-V/def2-TZVPD) for a single C3H3NO3 molecule.

Positions of all 10 atoms, in Å:
O1 1.996 -0.675 0.461
C1 0.833 -0.445 0.219
C2 0.260 0.792 -0.481
C3 -1.069 0.552 -0.323
O2 -1.858 1.286 -0.694
O3 -1.231 -0.739 0.214
N1 -0.044 -1.147 0.836
H1 0.804 0.989 -1.539
H2 0.441 1.480 0.405
H3 -0.132 -2.092 0.902

Results
Orbital gap, eV: 10.7

These are the Mulliken partial charges, in e, on atoms 1 to 5: number 1, O, carries -0.6128; number 2, C, carries 0.2121; number 3, C, carries 0.1445; number 4, C, carries 0.2182; number 5, O, carries -0.4244

Q) Density functional theory data (ωB97M-V/def2-TZVPD) for a single C3H3NO3 molecule.

Positions of all 10 atoms, in Å:
H1 0.869 0.029 2.141
N1 0.148 -0.327 1.514
C1 0.111 0.269 0.404
C2 1.020 1.348 -0.149
O1 1.027 1.601 -1.325
O2 -0.825 -0.004 -0.533
C3 -1.239 -1.275 -0.795
O3 -2.158 -1.438 -1.536
H2 1.679 1.852 0.580
H3 -0.630 -2.055 -0.302

Results
Orbital gap, eV: 10.0

These are the Mulliken partial charges, in e, on atoms 1 to 5: number 1, H, carries 0.2398; number 2, N, carries -0.6297; number 3, C, carries 0.7490; number 4, C, carries -0.0617; number 5, O, carries -0.4054

Most stable structure: Q)

P) Density functional theory data (ωB97M-V/def2-TZVPD) for a single C2H6N2 molecule.

Positions of all 10 atoms, in Å:
H1 0.776 -1.908 -0.231
N1 0.816 -0.956 -0.544
C1 0.000 -0.128 -0.046
C2 0.050 1.235 -0.660
N2 -0.724 -0.266 1.094
H2 -0.073 1.088 -1.762
H3 -0.579 2.054 -0.222
H4 1.154 1.513 -0.401
H5 -1.518 0.364 1.470
H6 -0.705 -1.201 1.528

Results
Orbital gap, eV: 10.0

These are the Mulliken partial charges, in e, on atoms 1 to 5: number 1, H, carries 0.1928; number 2, N, carries -0.6539; number 3, C, carries 0.4965; number 4, C, carries -0.7740; number 5, N, carries -0.4200

Q) Density functional theory data (ωB97M-V/def2-TZVPD) for a single C2H6N2 molecule.

Positions of all 10 atoms, in Å:
C1 2.028 -0.036 -0.015
N1 0.868 -0.661 -0.022
N2 -0.273 0.165 0.158
C2 -1.575 -0.201 -0.004
H1 2.389 0.985 0.154
H2 2.941 -0.522 0.204
H3 -0.254 1.041 -0.652
H4 -2.039 0.770 -0.092
H5 -2.080 -0.450 0.951
H6 -2.004 -1.091 -0.684

Results
Orbital gap, eV: 9.6

These are the Mulliken partial charges, in e, on atoms 1 to 5: number 1, C, carries -0.3228; number 2, N, carries -0.4251; number 3, N, carries -0.1410; number 4, C, carries -0.7466; number 5, H, carries 0.2640

R) Density functional theory data (ωB97M-V/def2-TZVPD) for a single C2H6N2 molecule.

Positions of all 10 atoms, in Å:
H1 -2.050 1.095 -0.726
N1 -1.814 0.186 -0.342
C1 -0.694 0.264 0.337
N2 0.468 -0.028 -0.401
C2 1.688 -0.447 0.353
H2 -0.526 0.681 1.317
H3 0.141 -0.196 -1.322
H4 2.267 -1.329 -0.191
H5 1.264 -0.727 1.421
H6 2.354 0.470 0.560

Results
Orbital gap, eV: 8.9

These are the Mulliken partial charges, in e, on atoms 1 to 5: number 1, H, carries 0.2252; number 2, N, carries -0.7398; number 3, C, carries -0.0024; number 4, N, carries -0.2388; number 5, C, carries -0.6673

S) Density functional theory data (ωB97M-V/def2-TZVPD) for 2 unconnected molecules or ions with the total composition C2H6N2.

Positions of all 10 atoms, in Å:
C1 -2.752 0.105 -0.789
N1 -3.191 0.083 0.427
H1 -2.099 0.907 -1.139
H2 -2.469 -0.769 -1.399
H3 -3.297 -0.907 0.753
C2 3.257 0.333 0.613
N2 2.493 -0.465 -0.113
H4 3.526 -0.099 1.525
H5 3.989 1.108 0.178
H6 2.208 -0.190 -1.057

Results
Orbital gap, eV: 11.0

These are the Mulliken partial charges, in e, on atoms 1 to 5: number 1, C, carries -0.1982; number 2, N, carries -0.4618; number 3, H, carries 0.2103; number 4, H, carries 0.1996; number 5, H, carries 0.2499

Most stable structure: P)

P) Density functional theory data (ωB97M-V/def2-TZVPD) for a molecular structure, C2H6N2.

Positions of all 10 atoms, in Å:
C1 1.201 -0.137 0.342
N1 0.501 -0.318 -0.914
C2 -0.741 -0.120 -0.878
N2 -1.597 0.218 0.235
H1 2.212 0.224 0.161
H2 1.255 -1.023 0.974
H3 0.798 0.634 1.006
H4 -1.287 -0.061 -1.819
H5 -0.939 1.015 -0.094
H6 -1.403 -0.432 0.989

Results
Orbital gap, eV: 10.8

These are the Mulliken partial charges, in e, on atoms 1 to 5: number 1, C, carries -0.9051; number 2, N, carries -0.3674; number 3, C, carries -0.0779; number 4, N, carries -0.6093; number 5, H, carries 0.2912

Q) Density functional theory data (ωB97M-V/def2-TZVPD) for a molecular structure, C2H6N2.

Positions of all 10 atoms, in Å:
C1 0.792 -0.672 -1.223
C2 -0.690 0.744 1.731
H1 0.086 -1.773 -1.725
H2 1.608 -1.209 -0.380
H3 1.262 0.013 -2.240
H4 -1.079 0.590 -0.886
H5 -1.713 1.021 1.659
H6 -0.159 1.055 2.667
N1 -0.222 -0.053 -0.429
N2 0.114 0.284 0.826

Results
Orbital gap, eV: 9.3

These are the Mulliken partial charges, in e, on atoms 1 to 5: number 1, C, carries -0.6120; number 2, C, carries -0.3731; number 3, H, carries 0.1842; number 4, H, carries 0.2786; number 5, H, carries 0.2092

Most stable structure: P)

P) Density functional theory data (ωB97M-V/def2-TZVPD) for a single C2H6N2 molecule.

Positions of all 10 atoms, in Å:
C1 1.118 -1.026 1.216
N1 0.842 0.060 0.493
N2 -0.401 -0.021 -0.047
C2 -0.761 0.983 -0.976
H1 0.289 -1.711 1.564
H2 2.126 -0.927 1.665
H3 -0.628 -1.104 -0.357
H4 -1.555 0.619 -1.636
H5 0.116 1.355 -1.679
H6 -1.147 1.772 -0.242

Results
Orbital gap, eV: 9.4

These are the Mulliken partial charges, in e, on atoms 1 to 5: number 1, C, carries -0.4179; number 2, N, carries -0.3658; number 3, N, carries -0.1706; number 4, C, carries -0.6619; number 5, H, carries 0.2708

Q) Density functional theory data (ωB97M-V/def2-TZVPD) for a single C2H6N2 molecule.

Positions of all 10 atoms, in Å:
H1 1.358 0.292 -1.229
N1 1.513 1.142 -0.645
N2 0.768 1.266 0.319
C1 -0.249 0.333 0.688
C2 -0.526 -0.867 -0.195
H2 -0.120 0.107 1.749
H3 -0.946 1.246 0.558
H4 -1.398 -1.400 0.176
H5 -0.725 -0.568 -1.224
H6 0.324 -1.551 -0.196

Results
Orbital gap, eV: 9.9

These are the Mulliken partial charges, in e, on atoms 1 to 5: number 1, H, carries 0.2047; number 2, N, carries -0.4001; number 3, N, carries -0.1154; number 4, C, carries -0.0291; number 5, C, carries -1.1990

R) Density functional theory data (ωB97M-V/def2-TZVPD) for a single C2H6N2 molecule.

Positions of all 10 atoms, in Å:
H1 -0.347 2.857 -0.246
N1 -0.012 2.191 0.485
C1 -0.228 0.995 -0.029
N2 0.319 -0.100 0.416
C2 0.009 -1.463 -0.062
H2 -0.698 1.014 -1.113
H3 1.266 0.071 0.811
H4 0.476 -1.658 -0.988
H5 0.269 -2.203 0.694
H6 -1.055 -1.704 0.032

Results
Orbital gap, eV: 9.9

These are the Mulliken partial charges, in e, on atoms 1 to 5: number 1, H, carries 0.2504; number 2, N, carries -0.6932; number 3, C, carries 0.1542; number 4, N, carries -0.2820; number 5, C, carries -0.8481

Most stable structure: R)

P) Density functional theory data (ωB97M-V/def2-TZVPD) for 2 unconnected molecules or ions with the total composition C3H8O2.

Positions of all 13 atoms, in Å:
C1 -0.442 0.833 -2.108
O1 -0.596 1.115 -0.739
H1 -1.397 0.737 -2.641
H2 0.114 1.648 -2.575
H3 0.091 -0.108 -2.245
H4 -1.099 0.399 -0.302
O2 -0.897 -0.695 1.338
C2 0.334 -0.280 1.423
C3 1.432 -0.976 0.644
H5 0.636 0.596 2.013
H6 2.132 -1.470 1.315
H7 2.043 -0.239 0.077
H8 1.000 -1.668 -0.088

Results
2S+1: 2
Charge: -1
Orbital gap (spin up / spin down), eV: 3.6 / 7.1

These are the Mulliken partial charges, in e, on atoms 1 to 5: number 1, C, carries -0.6230; number 2, O, carries -0.4337; number 3, H, carries 0.2697; number 4, H, carries 0.2264; number 5, H, carries 0.2227

Q) Density functional theory data (ωB97M-V/def2-TZVPD) for 2 unconnected molecules or ions with the total composition C3H8O2.

Positions of all 13 atoms, in Å:
C1 -2.875 -0.378 -1.567
O1 -2.011 0.573 -0.972
H1 -3.341 -1.054 -0.810
H2 -3.558 0.300 -2.140
H3 -2.375 -0.984 -2.337
H4 -1.400 0.103 -0.394
O2 0.362 -0.101 0.631
C2 1.552 -0.211 1.018
C3 2.693 0.646 1.376
H5 1.917 -1.298 0.665
H6 3.700 0.349 0.821
H7 2.799 0.384 2.422
H8 2.536 1.671 1.288

Results
2S+1: 2
Charge: -1
Orbital gap (spin up / spin down), eV: 3.3 / 6.9

These are the Mulliken partial charges, in e, on atoms 1 to 5: number 1, C, carries -0.4680; number 2, O, carries -0.4588; number 3, H, carries 0.2142; number 4, H, carries 0.1553; number 5, H, carries 0.2244

R) Density functional theory data (ωB97M-V/def2-TZVPD) for 2 unconnected molecules or ions with the total composition C3H8O2.

Positions of all 13 atoms, in Å:
O1 2.581 -1.544 1.280
C1 2.181 -0.405 1.524
H1 1.305 -0.205 2.182
H2 2.573 0.400 0.974
C2 -1.249 -0.310 -0.395
O2 -0.159 -1.127 -0.105
C3 -0.949 1.072 -0.918
H3 -1.790 -0.206 0.635
H4 -2.062 -0.734 -1.131
H5 0.192 -1.152 -1.034
H6 -0.460 0.985 -1.844
H7 -0.333 1.579 -0.219
H8 -1.830 1.647 -0.949

Results
2S+1: 2
Charge: -1
Orbital gap (spin up / spin down), eV: 3.0 / 7.4

These are the Mulliken partial charges, in e, on atoms 1 to 5: number 1, O, carries -0.6171; number 2, C, carries -0.4110; number 3, H, carries 0.1394; number 4, H, carries 0.2530; number 5, C, carries -0.8214

Most stable structure: P)

P) Density functional theory data (ωB97M-V/def2-TZVPD) for 3 unconnected molecules or ions with the total composition CH7NO2.

Positions of all 11 atoms, in Å:
C1 -2.115 2.890 -0.234
N1 -1.259 2.302 -1.068
H1 -1.750 2.606 0.721
H2 -3.138 3.294 -0.415
H3 -1.586 2.174 -2.094
O1 0.149 -0.484 -0.707
H4 -0.833 -0.366 -0.739
H5 0.526 0.370 -1.062
O2 2.660 -3.847 1.732
H6 3.064 -4.052 2.541
H7 2.754 -2.837 1.728

Results
Orbital gap, eV: 11.3

These are the Mulliken partial charges, in e, on atoms 1 to 5: number 1, C, carries -0.2587; number 2, N, carries -0.4329; number 3, H, carries 0.2557; number 4, H, carries 0.2441; number 5, H, carries 0.1982

Q) Density functional theory data (ωB97M-V/def2-TZVPD) for 3 unconnected molecules or ions with the total composition CH7NO2.

Positions of all 11 atoms, in Å:
C1 -0.489 0.176 -0.222
N1 -0.319 -0.172 1.262
H1 -0.819 1.201 -0.493
H2 -0.988 -0.670 -0.744
H3 0.492 -0.831 1.355
H4 -1.140 -0.656 1.598
H5 2.281 -1.986 1.211
O1 1.558 -1.727 0.618
H6 0.558 0.148 -0.493
H7 -0.327 2.606 -2.252
O2 -0.807 1.910 -1.840

Results
Orbital gap, eV: 4.6

These are the Mulliken partial charges, in e, on atoms 1 to 5: number 1, C, carries -0.4573; number 2, N, carries -0.3598; number 3, H, carries 0.3574; number 4, H, carries 0.2744; number 5, H, carries 0.3479

Most stable structure: P)